Entry 1:
11 unconnected molecules or ions with the total composition C54H100F18O27 in a non-equilibrium geometry. Source: OMol25; level of theory: wB97M-V/def2-TZVPD.

Summary:
- Kohn-Sham gap (Eh) = 0.347
- SMILES = CCOC(=O)C(F)(F)F.CCOC(=O)C(F)(F)F.CCOC(=O)C(F)(F)F.CCOC(=O)C(F)(F)F.CCOC(=O)C(F)(F)F.CCOC(=O)C(F)(F)F.COCCOCCOC.COCCOCCOC.COCCOCCOC.COCCOCCOC.COCCOCCOC
- electronic energy (eV) = -161803.7062
- relative energy (zero: lowest compared OMol25 entry of this formula, charge and spin) (kcal/mol) = 134.1

CARTESIAN COORDINATES (ANGSTROEM)
C 8.99 -8.31 2.46
C 8.15 -8.64 1.24
O 7.37 -9.79 1.64
C 7.27 -10.98 0.85
O 7.74 -11.08 -0.28
C 6.36 -12.05 1.50
F 6.67 -13.30 1.25
F 6.42 -11.91 2.84
F 5.11 -11.83 1.14
H 10.01 -8.69 2.43
H 8.60 -8.56 3.45
H 9.10 -7.23 2.34
H 8.71 -8.78 0.31
H 7.45 -7.81 1.19
C 7.58 -12.79 -3.10
C 8.02 -13.82 -1.99
O 6.91 -14.74 -1.69
C 7.11 -15.57 -0.56
O 8.12 -15.67 0.08
C 5.78 -16.16 -0.07
F 5.83 -16.77 1.08
F 4.86 -15.18 0.05
F 5.40 -17.07 -1.02
H 6.71 -12.27 -2.71
H 7.37 -13.17 -4.10
H 8.42 -12.09 -3.08
H 8.35 -13.36 -1.07
H 8.88 -14.33 -2.42
C 2.07 -12.10 -0.26
C 2.10 -12.83 1.17
O 0.89 -13.43 1.38
C 0.31 -13.43 2.52
O 0.87 -13.16 3.56
C -1.08 -14.04 2.56
F -1.29 -14.56 3.79
F -1.94 -13.04 2.42
F -1.26 -14.90 1.55
H 1.48 -12.68 -0.97
H 3.10 -11.92 -0.56
H 1.64 -11.10 -0.17
H 2.47 -12.21 1.99
H 2.91 -13.54 1.12
C 8.02 -10.46 6.51
C 8.66 -10.21 7.84
O 9.65 -9.14 7.81
C 10.06 -8.65 9.04
O 9.57 -9.16 10.06
C 11.21 -7.60 8.92
F 12.32 -8.29 8.97
F 11.15 -6.81 7.81
F 11.11 -6.83 9.99
H 7.70 -9.52 6.07
H 7.13 -11.09 6.57
H 8.77 -10.92 5.86
H 9.07 -11.14 8.23
H 7.84 -9.85 8.47
C 8.59 -15.73 4.81
C 7.75 -14.88 3.74
O 6.31 -14.99 4.03
C 5.64 -14.33 4.99
O 6.16 -13.40 5.71
C 4.16 -14.65 4.99
F 3.79 -15.41 3.98
F 3.89 -15.38 6.11
F 3.51 -13.57 4.93
H 8.16 -16.57 5.36
H 9.02 -15.02 5.52
H 9.47 -16.12 4.29
H 7.99 -15.35 2.79
H 8.17 -13.87 3.69
C 10.49 -8.28 -6.09
C 9.79 -8.72 -4.78
O 9.11 -7.60 -4.23
C 9.64 -7.08 -3.17
O 10.77 -7.40 -2.74
C 8.88 -5.94 -2.49
F 7.66 -5.76 -3.05
F 8.70 -6.27 -1.20
F 9.59 -4.79 -2.45
H 11.11 -7.39 -5.90
H 9.72 -7.99 -6.80
H 11.24 -9.00 -6.43
H 10.45 -9.25 -4.09
H 8.98 -9.38 -5.09
C 6.42 -9.15 -2.71
O 5.24 -8.48 -2.94
C 4.85 -7.56 -1.89
C 3.65 -6.73 -2.29
O 2.66 -7.55 -2.92
C 2.09 -8.63 -2.22
C 0.74 -9.00 -2.92
O 0.92 -9.62 -4.21
C 1.75 -10.73 -4.37
H 7.29 -8.49 -2.71
H 6.60 -10.03 -3.33
H 6.41 -9.62 -1.73
H 5.70 -6.96 -1.57
H 4.58 -8.17 -1.03
H 4.03 -5.95 -2.95
H 3.22 -6.21 -1.43
H 1.67 -8.38 -1.24
H 2.69 -9.53 -2.09
H 0.13 -8.13 -3.15
H 0.04 -9.60 -2.34
H 2.77 -10.58 -4.00
H 1.82 -11.12 -5.38
H 1.39 -11.46 -3.65
C 2.24 -7.20 1.22
O 3.47 -6.37 1.25
C 4.53 -6.79 2.14
C 4.05 -6.93 3.57
O 3.70 -5.71 4.10
C 3.19 -5.64 5.46
C 1.97 -6.56 5.79
O 0.87 -6.67 4.80
C 0.01 -5.59 4.69
H 1.64 -6.99 2.10
H 2.44 -8.27 1.31
H 1.60 -6.98 0.36
H 5.34 -6.06 2.08
H 4.91 -7.76 1.84
H 4.72 -7.46 4.25
H 3.16 -7.56 3.58
H 2.78 -4.64 5.64
H 4.08 -5.71 6.08
H 1.58 -6.48 6.81
H 2.37 -7.57 5.82
H 0.51 -4.65 4.43
H -0.76 -5.51 5.45
H -0.56 -5.68 3.76
C 9.98 -16.97 -8.03
O 11.08 -16.34 -7.35
C 11.18 -14.90 -7.58
C 10.25 -13.94 -6.84
O 10.66 -13.56 -5.50
C 11.81 -12.72 -5.40
C 12.07 -12.24 -3.92
O 10.89 -11.64 -3.38
C 11.11 -11.37 -2.05
H 10.01 -18.02 -7.77
H 10.07 -16.97 -9.12
H 9.05 -16.47 -7.75
H 10.97 -14.78 -8.64
H 12.21 -14.56 -7.45
H 9.31 -14.49 -6.78
H 10.08 -13.03 -7.41
H 11.74 -11.92 -6.15
H 12.61 -13.43 -5.62
H 12.84 -11.48 -3.82
H 12.37 -13.06 -3.28
H 11.92 -10.67 -1.81
H 11.47 -12.20 -1.44
H 10.19 -11.16 -1.51
C 10.72 -12.22 1.59
O 10.54 -12.80 2.95
C 11.22 -12.12 3.97
C 10.90 -12.79 5.37
O 11.11 -12.03 6.47
C 12.50 -11.84 6.68
C 12.71 -11.38 8.18
O 13.24 -12.45 8.98
C 12.21 -13.46 9.26
H 10.34 -11.21 1.46
H 10.19 -12.84 0.86
H 11.77 -12.28 1.31
H 10.91 -11.08 4.05
H 12.31 -12.23 3.91
H 11.22 -13.83 5.49
H 9.84 -12.98 5.24
H 12.82 -11.20 5.86
H 13.14 -12.73 6.61
H 11.81 -10.96 8.62
H 13.50 -10.63 8.16
H 12.64 -14.46 9.28
H 11.50 -13.48 8.44
H 11.84 -13.06 10.21
C 16.69 -10.28 6.75
O 15.55 -9.59 6.35
C 15.65 -8.16 6.48
C 14.30 -7.47 6.07
O 14.10 -7.56 4.66
C 13.15 -6.64 4.24
C 12.94 -6.89 2.75
O 11.83 -6.07 2.40
C 11.72 -5.79 1.01
H 16.72 -10.31 7.84
H 17.52 -9.74 6.29
H 16.59 -11.29 6.36
H 16.65 -7.90 6.12
H 15.66 -7.91 7.54
H 14.32 -6.46 6.46
H 13.44 -7.97 6.52
H 13.49 -5.62 4.37
H 12.18 -6.68 4.73
H 12.61 -7.93 2.70
H 13.87 -6.74 2.21
H 10.75 -5.32 0.82
H 11.83 -6.60 0.29
H 12.48 -5.06 0.75


Entry 2:
A molecular structure, C49H43CrN10O2S2Te. Source: OMol25; level of theory: wB97M-V/def2-TZVPD.

Summary:
- multiplicity = 5
- net charge = -1
- Kohn-Sham gap (spin up / spin down) (Eh) = 0.143 / 0.158
- electronic energy (eV) = -127891.8576
- relative energy (zero: lowest compared OMol25 entry of this formula, charge and spin) (kcal/mol) = 14.8

CARTESIAN COORDINATES (ANGSTROEM)
Cr 0.79 -0.17 0.33
O -3.02 -1.51 -0.12
S -4.41 -1.76 -0.57
C -4.74 -0.44 -1.75
C -3.75 -0.55 -2.92
C -3.46 0.82 -3.52
C -2.74 1.81 -2.62
S -0.99 1.63 -2.22
O -0.68 0.40 -1.46
C -0.34 1.26 -3.84
C 0.18 0.00 -4.05
C 0.76 -0.28 -5.29
C 0.81 0.69 -6.27
C 0.29 1.96 -6.04
C -0.28 2.26 -4.81
C -5.48 -1.17 0.72
C -6.85 -1.39 0.68
C -7.63 -0.95 1.74
C -7.03 -0.33 2.83
C -5.66 -0.14 2.87
C -4.86 -0.56 1.81
H -4.59 0.48 -1.18
H -5.79 -0.51 -2.06
H -4.15 -1.19 -3.70
H -2.82 -1.00 -2.56
H -4.40 1.31 -3.78
H -2.89 0.71 -4.44
H -3.21 1.92 -1.63
H -2.72 2.80 -3.09
H 0.15 -0.74 -3.25
H 1.18 -1.26 -5.46
H 1.26 0.46 -7.23
H 0.35 2.72 -6.80
H -0.65 3.25 -4.60
H -7.30 -1.90 -0.17
H -8.70 -1.12 1.73
H -7.64 0.00 3.67
H -5.19 0.34 3.72
H -3.77 -0.48 1.84
N 8.81 -6.69 0.44
C 7.91 -5.97 0.42
C 6.78 -5.07 0.39
C 6.41 -4.44 -0.80
C 5.34 -3.57 -0.82
C 4.61 -3.28 0.34
C 4.99 -3.93 1.52
C 6.05 -4.81 1.55
C 3.49 -2.33 0.32
C 2.43 -2.59 -0.61
C 2.35 -3.60 -1.58
C 1.12 -3.43 -2.26
C 0.51 -2.33 -1.68
N 1.28 -1.82 -0.68
C 3.52 -1.23 1.25
C 4.56 -0.91 2.14
C 4.13 0.19 2.90
C 2.87 0.52 2.43
N 2.50 -0.31 1.41
H 6.98 -4.64 -1.71
H 5.07 -3.08 -1.75
H 4.41 -3.74 2.42
H 6.32 -5.32 2.47
H 3.09 -4.37 -1.75
H 0.73 -4.03 -3.07
H -0.47 -1.93 -1.87
H 5.50 -1.43 2.22
H 4.66 0.69 3.70
H 2.18 1.23 2.84
N 5.60 -1.08 -4.18
C 4.88 -0.36 -3.65
C 3.99 0.59 -2.99
C 3.92 1.89 -3.42
C 3.06 2.75 -2.76
C 2.32 2.25 -1.71
N 2.37 1.00 -1.28
C 3.21 0.17 -1.91
H 4.52 2.22 -4.26
H 2.95 3.78 -3.06
H 1.65 2.91 -1.16
H 3.25 -0.85 -1.56
Te -0.50 -1.17 2.29
C -2.29 1.57 0.99
C -1.01 2.26 1.30
N 0.21 1.91 0.94
C 1.07 2.91 1.37
C 0.37 3.85 2.03
N -0.95 3.44 1.98
C -2.02 4.05 2.74
N -2.59 3.13 3.69
N -3.93 2.91 3.68
N -4.21 2.02 4.55
C -3.03 1.61 5.15
C -2.80 0.64 6.13
C -1.50 0.43 6.51
C -0.43 1.16 5.93
C -0.65 2.12 4.97
C -1.98 2.32 4.60
H -2.09 0.65 0.44
H -2.94 2.25 0.42
H -2.81 1.28 1.90
H 2.13 2.84 1.21
H 0.68 4.75 2.54
H -2.84 4.40 2.13
H -1.57 4.90 3.25
H -3.62 0.07 6.55
H -1.27 -0.33 7.24
H 0.58 0.94 6.23
H 0.17 2.64 4.50